1.
Below is a 3-piece molecular cluster, C19H24IN4O5P overall in a non-equilibrium geometry, with properties calculated with the ωB97M-V functional and the def2-TZVPD basis.

Orbital gap, eV: 7.72
Relative energy (zero: lowest compared OMol25 entry of this formula, charge and spin), kcal per mole: 86.1
Energy, eV: -53670.2565

The geometry in ORCA input format:
```
! RIJCOSX wB97M-V def2-TZVPD def2/J DEFGRID3
* xyz 0 1
I -6.047 2.208 -3.904
P -0.435 -0.939 -2.840
O 5.841 -3.187 3.905
O -1.285 0.606 1.719
O -0.344 -1.134 2.555
O 6.678 -2.133 2.232
O -1.773 3.160 -0.572
N 0.016 -1.428 -1.422
N 5.747 -2.628 2.834
N -0.762 1.544 -1.886
N -0.304 -0.051 2.011
C -4.074 1.300 -0.200
C 4.410 -2.537 2.221
C 3.022 -1.833 0.423
C 2.136 -0.284 1.882
C 2.318 2.221 0.672
C 3.371 0.218 1.506
C 1.075 1.733 1.038
C -2.819 0.965 -0.998
C 3.327 -3.059 2.906
C -1.339 0.642 -2.903
C 1.014 0.487 1.638
C 2.070 -2.954 2.331
C 3.462 1.465 0.902
C 1.917 -2.339 1.093
C -5.975 1.320 -1.950
C -2.848 0.531 -2.470
C -1.767 2.048 -1.069
C -5.161 2.116 -0.916
C 4.285 -1.927 0.986
H 2.040 -1.254 2.346
H -4.501 0.367 0.199
H -7.028 1.248 -1.674
H 5.157 -1.536 0.484
H 0.942 -2.248 0.636
H 2.393 3.195 0.207
H 2.887 -1.359 -0.539
H -1.284 -1.817 -3.536
H -3.737 1.884 0.668
H 1.207 -3.339 2.856
H -5.863 2.467 -0.146
H -0.088 2.228 -2.203
H 4.430 1.852 0.610
H -4.725 3.028 -1.351
H -0.254 -0.749 -0.715
H -5.582 0.310 -2.108
H 4.262 -0.370 1.681
H -3.408 1.222 -3.108
H -2.311 0.124 -0.491
H -1.303 1.101 -3.897
H -3.253 -0.476 -2.618
H 0.620 -0.786 -3.760
H 0.174 2.306 0.868
H 3.469 -3.529 3.867
*
```

***

2.
Below is the molecule C19H24N2O3S, with properties calculated with the ωB97M-V functional and the def2-TZVPD basis.

Orbital gap, eV: 9.64
Relative energy (zero: lowest compared OMol25 entry of this formula, charge and spin), kcal per mole: 0.8
Energy, eV: -40051.4305

The geometry in ORCA input format:
```
! RIJCOSX wB97M-V def2-TZVPD def2/J DEFGRID3
* xyz 0 1
S -1.867 -0.325 -2.778
O 2.337 0.098 0.769
O 1.446 2.983 -0.746
O -1.919 1.138 1.846
N 1.060 1.438 2.078
N -0.828 -0.287 0.488
C 0.593 -2.127 1.259
C 0.914 2.352 -1.885
C -2.761 0.878 -0.398
C 1.751 -2.577 1.883
C -1.800 0.597 0.762
C 1.160 3.829 1.467
C 0.493 3.536 0.123
C 1.999 1.481 -2.497
C 0.151 -0.702 1.473
C -0.139 -3.013 0.478
C 1.324 0.309 1.398
C 0.290 -4.318 0.309
C 1.910 2.605 1.996
C -3.652 -1.364 -1.259
C 2.179 -3.881 1.709
C 1.453 -4.754 0.918
C -3.458 -2.277 -2.322
C -2.526 -1.854 -3.211
C -2.872 -0.254 -1.357
H 0.138 1.563 2.479
H -0.338 2.829 0.274
H 0.067 4.461 -0.300
H 3.084 -4.215 2.194
H -2.408 1.779 -0.908
H 1.789 -5.771 0.781
H 0.052 1.726 -1.599
H -3.734 1.105 0.043
H -0.328 -0.608 2.457
H 2.362 0.785 -1.745
H -4.348 -1.525 -0.455
H 0.554 3.104 -2.607
H -1.062 -2.700 0.011
H 2.723 2.350 1.313
H -0.290 -4.995 -0.301
H 1.601 0.931 -3.345
H -2.179 -2.338 -4.101
H 2.322 2.828 2.986
H -3.991 -3.206 -2.415
H 0.389 4.139 2.175
H 1.876 4.642 1.348
H -0.671 -0.594 -0.461
H 2.829 2.099 -2.825
H 2.322 -1.901 2.499
*
```

***

3.
Below is the molecule C19H24N2O5S in a non-equilibrium geometry, with properties calculated with the ωB97M-V functional and the def2-TZVPD basis.

Orbital gap, eV: 8.93
Relative energy (zero: lowest compared OMol25 entry of this formula, charge and spin), kcal per mole: 76.7
Energy, eV: -44144.4156

The geometry in ORCA input format:
```
! RIJCOSX wB97M-V def2-TZVPD def2/J DEFGRID3
* xyz 0 1
S 3.631 -0.995 0.246
O 4.295 -1.644 1.347
O 1.818 -0.856 -2.105
O 4.353 -0.875 -0.984
O 0.890 0.809 0.170
O -1.969 1.282 -1.900
N -1.696 0.079 0.006
N -4.391 1.115 1.332
C 0.108 -2.371 -1.277
C 1.600 -2.617 1.045
C 0.121 1.353 -0.810
C -4.258 3.435 1.893
C -5.618 2.840 2.273
C -1.278 0.926 -0.961
C 2.190 2.133 -1.066
C 2.147 1.276 0.000
C 1.164 -0.748 -3.353
C -3.021 -0.487 0.051
C -5.301 1.360 2.434
C 0.883 2.184 -1.590
C 2.052 -1.827 0.009
C -0.338 -3.165 -0.235
C 1.316 -1.679 -1.170
C -3.489 2.258 1.268
C -3.753 -0.176 1.361
C 3.193 0.712 0.855
C 0.397 -3.292 0.932
H -1.051 -0.176 0.737
H -3.226 2.449 0.226
H -6.181 0.721 2.340
H -4.541 -0.922 1.501
H 2.222 -2.701 1.922
H -4.831 1.168 3.416
H -3.739 3.798 2.780
H -1.273 -3.695 -0.343
H -6.034 3.283 3.176
H 3.054 2.649 -1.430
H 0.041 -3.913 1.739
H 1.092 -1.720 -3.849
H 0.168 -0.306 -3.249
H -6.326 2.969 1.456
H -3.576 -0.065 -0.788
H -2.558 2.068 1.829
H 1.793 -0.086 -3.946
H -2.947 -1.573 -0.071
H -4.360 4.266 1.198
H 0.535 2.746 -2.432
H -0.490 -2.284 -2.170
H -3.039 -0.275 2.204
H 2.867 0.556 1.879
H 4.115 1.282 0.816
*
```

***

4.
Below is the molecule C19H24N2O6S in a non-equilibrium geometry, with properties calculated with the ωB97M-V functional and the def2-TZVPD basis.

Orbital gap, eV: 9.05
Relative energy (zero: lowest compared OMol25 entry of this formula, charge and spin), kcal per mole: 36.5
Energy, eV: -46191.7326

The geometry in ORCA input format:
```
! RIJCOSX wB97M-V def2-TZVPD def2/J DEFGRID3
* xyz 0 1
S 2.778 -2.541 0.806
O 1.664 2.472 0.892
O 3.921 -3.389 0.664
O 1.960 -2.686 1.970
O 3.931 3.156 -0.141
O -3.413 0.816 -1.490
O -5.846 -0.890 0.552
N 1.814 -2.775 -0.574
N -3.430 0.622 0.760
C -0.330 -2.277 0.382
C 3.771 1.830 0.076
C 3.239 -0.829 0.607
C 2.527 1.459 0.652
C -2.935 0.345 -0.473
C -1.482 -1.522 0.443
C 0.393 2.157 1.411
C -6.318 -0.672 -0.761
C 4.710 0.853 -0.218
C 2.602 -2.880 -1.780
C -0.786 -0.307 -1.502
C -4.708 1.267 0.930
C 2.280 0.124 0.918
C -1.715 -0.509 -0.486
C -5.792 0.258 1.356
C 0.633 -2.026 -0.597
C 4.440 -0.487 0.035
C 5.148 3.611 -0.683
C 0.378 -1.046 -1.558
H -5.572 -0.115 2.361
H -5.602 -0.108 -1.367
H -7.278 -0.142 -0.748
H 5.659 1.121 -0.653
H -4.958 1.719 -0.032
H 5.322 3.202 -1.684
H -6.765 0.772 1.373
H -4.634 2.052 1.689
H 5.051 4.693 -0.749
H 1.090 -0.852 -2.344
H -0.146 -3.058 1.101
H -0.988 0.454 -2.240
H -6.455 -1.659 -1.198
H 5.995 3.362 -0.036
H 0.468 1.690 2.399
H 3.377 -3.616 -1.582
H -0.129 3.108 1.498
H -3.058 0.130 1.556
H 1.967 -3.226 -2.594
H 3.079 -1.933 -2.061
H -0.163 1.496 0.738
H 1.366 -0.209 1.377
H -2.221 -1.758 1.196
H 5.158 -1.257 -0.192
*
```

***

5.
Below is the molecule C19H24N2O6S2 in a non-equilibrium geometry, with properties calculated with the ωB97M-V functional and the def2-TZVPD basis.

Orbital gap, eV: 7.37
Relative energy (zero: lowest compared OMol25 entry of this formula, charge and spin), kcal per mole: 369.0
Energy, eV: -57010.9179

The geometry in ORCA input format:
```
! RIJCOSX wB97M-V def2-TZVPD def2/J DEFGRID3
* xyz 0 1
S -1.532 2.080 -1.644
S 3.880 -2.816 -2.389
O -1.806 2.668 -2.929
O 2.577 0.190 -4.398
O -1.794 2.947 2.430
O 0.546 0.657 2.169
O 0.538 -1.565 3.401
O 0.105 1.570 -1.512
N 2.096 -0.286 -2.394
N -1.961 0.861 1.629
C 2.882 -0.197 -3.434
C 4.263 -1.027 -3.365
C 3.250 -2.773 0.155
C 2.343 -2.711 1.254
C -2.389 -0.398 1.712
C -3.572 0.786 -0.536
C 1.662 -0.555 -0.054
C -1.935 2.952 -0.079
C 3.124 -2.138 -0.983
C 1.818 -1.170 1.241
C 1.003 -0.699 2.327
C -1.382 1.570 2.422
C -3.911 -2.114 2.580
C -0.263 1.044 3.301
C -3.691 -0.680 2.538
C -3.040 1.622 0.539
C 2.531 -0.888 -1.077
C -3.643 -0.204 3.804
C -2.617 0.526 -1.648
H 3.578 -3.672 -0.036
H -2.592 -0.587 4.414
H -3.266 -2.800 3.067
H -1.039 3.081 0.421
H -4.184 -2.574 1.651
H -2.433 -1.001 0.802
H -2.134 -0.238 -1.218
H -0.507 0.380 3.893
H 4.512 -1.264 -4.442
H -4.422 1.691 -1.011
H 1.159 0.361 0.144
H -4.464 -0.265 2.033
H -1.539 -0.931 2.293
H 0.161 1.757 3.700
H -3.187 0.932 3.928
H 2.368 -3.002 2.185
H 4.901 -0.525 -2.818
H -4.935 -2.362 3.178
H -2.647 3.586 -0.495
H -3.114 0.099 -2.445
H -3.532 2.244 1.169
H -4.344 0.154 -0.034
H 1.383 0.480 -2.248
H -4.465 -0.446 4.472
*
```

***

6.
Below is a 2-piece molecular cluster, C19H24N3O3S3 overall in a non-equilibrium geometry, with properties calculated with the ωB97M-V functional and the def2-TZVPD basis.

Orbital gap, eV: 5.04
Relative energy (zero: lowest compared OMol25 entry of this formula, charge and spin), kcal per mole: 0.0
Energy, eV: -63212.6645

The geometry in ORCA input format:
```
! RIJCOSX wB97M-V def2-TZVPD def2/J DEFGRID3
* xyz -1 1
S 1.805 -0.608 1.839
S 0.534 1.908 2.694
S -0.941 -5.561 0.068
O 2.622 -3.781 3.114
O 3.189 -3.431 -1.568
O -0.715 -0.352 2.258
N 1.305 -4.340 -0.659
N 7.583 -0.540 -2.897
N 1.016 -4.519 1.653
C 7.288 -1.811 -0.832
C 6.461 -2.318 0.149
C -3.008 -0.558 2.734
C 3.037 -3.424 0.813
C 5.369 -0.713 -1.867
C -1.910 0.451 2.435
C 2.254 -3.902 1.946
C 7.697 -1.247 -4.161
C 0.829 -4.677 -2.002
C 2.558 -3.709 -0.543
C 0.278 -4.978 2.817
C 6.748 -1.016 -1.873
C 4.545 -1.254 -0.899
C -2.262 1.285 1.232
C 5.059 -2.119 0.098
C 7.965 0.859 -2.979
C 0.487 0.300 2.269
C 4.212 -2.778 1.068
C 0.505 -4.774 0.388
H 1.498 -4.229 -2.730
H 3.485 -0.995 -0.879
H 9.021 0.918 -3.278
H -1.792 1.105 3.318
H 8.362 -2.001 -0.828
H -3.117 -1.270 1.907
H -0.595 -5.513 2.439
H 7.335 -2.274 -4.050
H 7.839 1.344 -2.005
H 0.910 -5.644 3.412
H 7.366 1.396 -3.731
H -0.032 -4.116 3.416
H -0.194 -4.303 -2.105
H 0.800 -5.769 -2.103
H 6.862 -2.931 0.960
H 7.117 -0.743 -4.952
H 4.958 -0.089 -2.663
H -3.224 1.771 1.426
H -3.960 -0.039 2.879
H -2.368 0.657 0.339
H -2.782 -1.120 3.644
H 8.752 -1.262 -4.466
H 4.565 -2.787 2.103
H -1.522 2.067 1.034
*
```

***

7.
Below is the molecule C19H24N4O2S in a non-equilibrium geometry, with properties calculated with the ωB97M-V functional and the def2-TZVPD basis.

Orbital gap, eV: 8.67
Relative energy (zero: lowest compared OMol25 entry of this formula, charge and spin), kcal per mole: 61.2
Energy, eV: -40983.0348

The geometry in ORCA input format:
```
! RIJCOSX wB97M-V def2-TZVPD def2/J DEFGRID3
* xyz 0 1
S -0.615 2.514 -0.301
O -3.864 1.310 0.502
O 3.845 2.201 2.000
N 1.728 1.207 -0.847
N -2.499 -0.204 -0.544
N -0.045 0.272 -1.741
N 1.028 -0.458 -2.090
C 2.548 2.062 -0.037
C 3.199 2.713 3.152
C 0.372 1.263 -0.997
C -2.429 -3.804 0.125
C -2.968 1.029 -0.264
C 3.455 -0.403 -1.707
C -1.625 -5.003 -0.279
C -3.941 -1.579 0.891
C 2.938 1.378 1.290
C -2.130 -2.546 -0.369
C 1.727 1.125 2.208
C 2.212 1.625 3.569
C -2.878 -1.432 0.008
C -2.230 2.119 -1.048
C 2.088 0.089 -1.562
C -3.495 -3.941 1.009
C -4.239 -2.837 1.384
C 3.703 -1.883 -1.539
C 3.776 -1.272 -2.895
H -2.264 -5.745 -0.755
H -1.171 -5.468 0.596
H 1.438 0.076 2.222
H 3.970 2.922 3.893
H 2.737 0.832 4.103
H 1.407 2.005 4.191
H -2.799 3.046 -0.991
H 4.218 0.276 -1.352
H -0.837 -4.726 -0.975
H 2.847 -2.499 -1.311
H -3.739 -4.917 1.402
H -1.306 -2.416 -1.057
H -4.519 -0.719 1.185
H 4.742 -1.148 -3.360
H 2.669 3.645 2.908
H -1.697 -0.254 -1.182
H 3.460 2.324 -0.582
H 2.966 -1.471 -3.578
H 1.990 2.979 0.170
H 4.617 -2.186 -1.051
H 3.462 0.441 1.057
H -5.065 -2.954 2.071
H 0.873 1.717 1.876
H -2.049 1.834 -2.082
*
```

***

8.
Below is C19H24N4O2S2SiTc as an isolated structure, with properties calculated with the ωB97M-V functional and the def2-TZVPD basis.

Orbital gap (alpha / beta), eV: 5.25 / 5.65
Relative energy (zero: lowest compared OMol25 entry of this formula, charge and spin), kcal per mole: 4.0
Energy, eV: -61880.5190

The geometry in ORCA input format:
```
! RIJCOSX wB97M-V def2-TZVPD def2/J DEFGRID3
* xyz 2 2
Tc 0.692 0.060 -0.314
S 0.502 2.029 -2.734
S -0.373 4.395 -1.178
Si -2.238 -1.506 -0.933
O 0.165 -0.581 3.836
O 0.591 0.465 1.483
N -0.621 2.328 0.977
N -0.401 -1.382 -0.607
N -0.160 1.880 -0.251
N 1.689 -1.832 -0.116
C 4.038 -1.814 0.534
C -2.369 -2.509 -2.487
C -0.542 0.884 5.587
C -2.911 -2.311 0.595
C 1.085 3.640 -3.365
C -0.067 2.722 -1.239
C 0.514 -2.439 -0.385
C -0.954 2.905 3.745
C -2.787 0.253 -1.134
C 1.471 -4.548 -0.046
C -1.226 3.135 5.073
C 2.666 -3.927 0.251
C 0.033 4.653 -2.941
C -0.267 0.642 4.244
C -0.464 1.665 3.306
C -0.199 1.515 1.883
C 2.768 -2.529 0.221
C -1.013 2.115 5.997
C 0.337 -3.795 -0.376
H -3.409 -2.478 -2.824
H -1.594 4.098 5.395
H -1.755 -2.109 -3.296
H -2.319 0.747 -1.990
H 4.783 -2.018 -0.237
H -3.865 0.255 -1.320
H -2.616 0.847 -0.235
H 0.415 5.669 -3.033
H 2.067 3.860 -2.953
H 3.537 -4.512 0.514
H 1.148 3.560 -4.449
H 0.223 -1.157 4.608
H -2.483 -3.294 0.794
H 4.446 -2.166 1.481
H 1.405 -5.627 -0.014
H -1.219 2.281 7.046
H -1.103 3.689 3.016
H -3.989 -2.448 0.470
H -0.615 -4.255 -0.596
H -0.880 4.562 -3.526
H -0.385 0.090 6.309
H -2.760 -1.687 1.477
H -2.109 -3.559 -2.346
H 3.883 -0.739 0.602
*
```

***

9.
Below is the molecule C19H24N4O4 in a non-equilibrium geometry, with properties calculated with the ωB97M-V functional and the def2-TZVPD basis.

Orbital gap, eV: 9.84
Relative energy (zero: lowest compared OMol25 entry of this formula, charge and spin), kcal per mole: 34.7
Energy, eV: -34244.4269

The geometry in ORCA input format:
```
! RIJCOSX wB97M-V def2-TZVPD def2/J DEFGRID3
* xyz 0 1
O 1.783 -1.390 -0.076
O 1.330 0.324 1.308
O -1.397 0.443 -0.422
O -1.047 0.074 5.127
N -1.380 -1.333 0.836
N 1.659 -1.802 2.093
N -0.851 -1.568 3.584
N -1.123 -1.722 -0.437
C -2.444 0.190 3.169
C -0.893 -0.543 -2.619
C 0.344 -2.129 4.160
C 1.566 -0.844 1.141
C 1.605 -1.544 3.507
C -1.374 -0.421 4.068
C -0.983 4.057 -2.666
C 1.870 -2.803 0.028
C 0.462 2.151 -2.956
C 1.172 0.949 -2.398
C -1.533 -0.047 0.822
C 0.597 -0.364 -2.943
C -1.130 -0.654 -1.163
C -0.109 3.549 -4.835
C 0.560 2.459 -4.308
C -0.313 2.966 -2.141
C -1.816 0.873 1.948
C 1.952 -3.098 1.533
C -0.886 4.350 -4.015
H 0.708 -0.391 -4.028
H -2.976 0.937 3.758
H 0.320 -3.216 4.048
H -1.410 5.200 -4.426
H -2.477 1.657 1.568
H 0.351 -1.872 5.222
H 1.599 -0.458 3.629
H -1.064 -1.804 2.615
H -1.582 4.682 -2.019
H 2.229 0.993 -2.671
H -0.023 3.776 -5.888
H 2.949 -3.437 1.843
H 1.172 1.844 -4.953
H -0.386 2.744 -1.087
H 1.156 -1.198 -2.517
H -3.146 -0.582 2.850
H 1.213 -3.842 1.841
H 0.966 -3.226 -0.422
H 2.751 -3.133 -0.526
H 2.499 -1.958 3.986
H -1.260 -1.455 -3.092
H 1.114 0.950 -1.309
H -0.871 1.350 2.229
H -1.452 0.317 -2.995
*
```